{
  "formula": "C5H12O3",
  "method": "the ωB97M-V functional and the def2-TZVPD basis",
  "symbols": ["C", "C", "C", "C", "C", "O", "O", "H", "H", "H", "H", "H", "H", "H", "H", "H", "H", "O", "H", "H"],
  "xyz": [[0.98820, 2.14085, 1.45533], [1.11627, 1.05869, 0.36937], [-0.23800, 0.73348, -0.26565], [-1.05292, -0.30726, 0.52716], [-1.41417, -1.44669, -0.45722], [-0.74386, -2.31765, -0.93545], [-2.76730, -1.42896, -0.61385], [1.05304, 3.16888, 1.09851], [1.65547, 1.99316, 2.30418], [-0.02340, 2.09273, 1.86592], [1.45105, 0.22946, 0.94787], [1.91985, 1.19168, -0.33462], [-0.20333, 0.53987, -1.34119], [-0.79338, 1.66925, -0.28143], [-0.48496, -0.87799, 1.26236], [-2.03663, 0.00825, 0.84593], [-3.11934, -2.18462, -1.10591], [1.79224, -1.79543, -1.92075], [2.07175, -2.65686, -1.60383], [0.82941, -1.81083, -1.81672]],
  "smiles": "CCCCC(=O)O.O",
  "e_homo_ev": -10.6,
  "orbital_gap_ev": 11.193,
  "multiplicity": 1
}